Here is a structure of composition C36H99F2Li2N10O13S2 in a non-equilibrium geometry from the OMol25 dataset. Energies are from ωB97M-V/def2-TZVPD.

Summary:
Charge: +1
E_LUMO: -3.35 eV
Calculated total energy: -107966.1243 eV
Kohn-Sham gap: 6.5 eV
Highest occupied orbital energy: -9.882 eV

The geometry in XYZ format:
```
164
Properties=species:S:1:pos:R:3:mulliken_charge:R:1
Li -0.3931 3.5934 -1.8229 0.5283
Li -2.6651 1.7043 -1.2816 0.6062
N -0.6866 1.7298 -1.3733 0.0314
S -0.0734 0.7202 -2.5824 0.8278
O -0.6730 -0.5545 -2.5726 -0.4456
O 1.2677 0.9127 -2.9798 -0.7523
F -0.8760 1.4947 -3.7364 -0.3993
S 0.1502 1.0301 -0.1415 0.7488
O 1.5459 1.2276 -0.2131 -0.4503
O -0.4288 -0.1217 0.4256 -0.2737
F -0.3066 2.1584 0.9225 -0.2629
C 4.8531 1.4797 -2.2977 -0.8876
C 5.4765 0.2127 -1.7427 0.2610
C 4.4732 -0.4462 -0.7817 -0.0240
O 4.9120 -1.6727 -0.2749 -0.3477
C 5.8701 -1.5611 0.7467 -0.8867
N 5.7147 -0.7608 -2.8229 -0.4836
H 5.5866 2.0172 -2.9040 0.4365
H 4.5719 2.1906 -1.5095 0.1683
H 3.9442 1.2740 -2.8647 -0.0409
H 6.3839 0.3986 -1.1586 0.5447
H 3.5384 -0.6223 -1.3248 -0.6774
H 4.2111 0.2548 0.0248 0.6166
H 5.9715 -2.5203 1.2499 0.3233
H 5.5478 -0.8429 1.5163 0.3447
H 6.8562 -1.2259 0.4057 0.3129
H 5.7033 -1.6955 -2.4230 0.1732
H 6.6378 -0.6235 -3.2189 0.2919
C -4.6829 4.2605 0.5109 -1.7664
C -3.3690 3.6527 1.0016 1.9925
C -3.2215 3.8774 2.5038 -1.2803
O -1.9452 3.5506 3.0050 -0.0613
C -0.9703 4.5301 2.7783 -0.3707
N -3.4747 2.1716 0.6665 0.2002
H -4.6714 5.3395 0.6727 0.4667
H -5.4987 3.8105 1.0750 0.5025
H -4.8087 4.0866 -0.5577 0.3525
H -2.4820 3.9479 0.4378 -1.1903
H -3.9622 3.2698 3.0259 0.3042
H -3.4163 4.9324 2.7431 0.6003
H -1.0616 4.9401 1.7720 -0.3391
H 0.0201 4.1155 2.9626 0.2836
H -1.0412 5.3778 3.4781 0.3795
H -2.8731 1.6289 1.2918 -0.3812
H -4.4255 1.9007 0.9041 0.3401
C -3.7811 -0.0722 -3.7973 -1.2971
C -4.4582 -0.1746 -2.4310 0.3440
C -5.4773 -1.2842 -2.3061 -0.4762
O -6.5298 -0.7915 -1.5053 -0.3294
C -7.5508 -1.7308 -1.2740 -0.6247
N -3.4197 -0.2025 -1.3428 0.8082
H -4.5255 -0.1584 -4.5906 0.5621
H -3.1008 -0.9058 -3.9978 0.2067
H -3.2567 0.8765 -3.8922 0.2268
H -4.9167 0.8186 -2.3413 0.1522
H -5.0140 -2.1386 -1.7862 0.1671
H -5.8362 -1.6377 -3.2802 0.5051
H -8.3751 -1.2014 -0.8019 0.2461
H -7.2206 -2.5460 -0.6190 0.1211
H -7.9226 -2.1713 -2.2068 0.3347
H -3.9212 -0.5259 -0.5101 0.0219
H -2.8282 -0.9926 -1.6000 -0.6735
C 2.0056 -1.4340 -6.3091 -1.5023
C 3.2986 -1.1650 -5.5543 0.1473
C 3.9041 0.1869 -5.8787 -0.1950
O 4.2751 0.2591 -7.2362 -0.4050
C 4.8055 1.4929 -7.6236 -0.7027
N 3.0914 -1.2562 -4.0947 0.0908
H 1.7076 -2.4546 -6.0641 0.3964
H 2.1190 -1.3126 -7.3817 0.4414
H 1.2220 -0.7814 -5.9088 0.1532
H 4.0588 -1.9088 -5.8111 0.4614
H 4.7630 0.3548 -5.2129 0.3969
H 3.1832 1.0097 -5.7034 0.1705
H 5.3384 1.3292 -8.5565 0.2786
H 5.5098 1.8740 -6.8695 0.2736
H 4.0288 2.2602 -7.7457 0.2679
H 2.5033 -0.4663 -3.8302 -0.3927
H 3.9779 -1.0081 -3.6345 0.2026
C 4.2709 -2.8255 6.3168 -1.5047
C 3.8824 -1.7907 5.2754 0.6431
C 3.1481 -2.4263 4.1213 -0.9433
O 2.9211 -1.4638 3.1173 0.0134
C 2.4882 -2.0127 1.8930 -0.7919
N 2.9788 -0.7933 5.9072 -0.6981
H 4.4905 -2.3367 7.2653 0.3999
H 5.1344 -3.3998 5.9785 0.3680
H 3.4539 -3.5226 6.5120 0.3370
H 4.7648 -1.2866 4.8603 0.2145
H 2.1957 -2.8526 4.4673 0.2490
H 3.7798 -3.2396 3.7308 0.4435
H 2.5162 -1.2182 1.1495 -0.3442
H 1.4850 -2.4530 1.9284 0.5062
H 3.1977 -2.7972 1.6027 0.6876
H 3.5266 -0.1966 6.5202 0.2889
H 2.6911 -0.1855 5.1424 0.2085
C 3.2106 5.0928 -0.1173 -1.6177
C 1.7614 4.7088 -0.4053 1.3802
C 0.8065 5.8668 -0.5458 -1.1446
O -0.5182 5.3301 -0.5312 0.4300
C -1.4623 6.3297 -0.8989 -1.0624
N 1.6708 3.9698 -1.7111 -0.1392
H 3.6334 5.5144 -1.0331 0.3883
H 3.7842 4.2055 0.1445 0.3614
H 3.2989 5.8282 0.6816 0.4336
H 1.4155 3.9764 0.3277 -0.4337
H 1.0196 6.3668 -1.4988 0.4083
H 0.9237 6.5893 0.2673 0.3980
H -1.2365 6.8001 -1.8649 0.4030
H -1.4323 7.1608 -0.1868 0.3045
H -2.4604 5.9032 -0.9579 0.2812
H 2.3852 3.2438 -1.6781 -0.3807
H 1.9998 4.6062 -2.4375 0.3266
C 0.0176 -0.1418 4.0547 -0.8999
C -1.3647 0.2679 4.5327 0.2645
C -1.3027 1.3327 5.5927 -0.6521
O -2.6111 1.6397 6.0235 -0.3458
C -2.6333 2.7065 6.9405 -0.7411
N -2.1983 0.7223 3.3606 0.0040
H 0.5795 -0.5351 4.9043 0.6434
H 0.5984 0.6791 3.6201 0.1954
H -0.0457 -0.9314 3.3067 -0.4550
H -1.8292 -0.6465 4.9145 0.4135
H -0.8496 2.2459 5.1698 0.1083
H -0.6795 1.0111 6.4380 0.6026
H -2.2914 3.6217 6.4361 0.2481
H -1.9651 2.5567 7.7971 0.3175
H -3.6527 2.8000 7.3033 0.2570
H -1.7329 1.6122 3.1608 -0.5602
H -3.0300 1.0291 3.8747 0.3451
C -1.8419 -3.3728 1.9962 -0.9806
C -2.9927 -2.7748 1.1974 1.9695
C -4.3180 -3.4085 1.5258 -0.7597
O -4.1854 -4.8079 1.3024 -0.2255
C -5.4132 -5.4860 1.4144 -0.7781
N -3.1069 -1.3217 1.4192 -0.0763
H -0.9288 -2.7737 1.9765 -0.1455
H -1.5442 -4.3508 1.6179 0.0076
H -2.1336 -3.4832 3.0458 0.4168
H -2.7742 -2.8982 0.1305 -0.5342
H -5.0912 -3.0454 0.8353 0.0296
H -4.6156 -3.2610 2.5724 0.3774
H -6.1765 -5.0051 0.7824 0.2623
H -5.7750 -5.4108 2.4460 0.3065
H -5.2756 -6.4990 1.0526 0.2440
H -2.9927 -1.0538 2.3929 0.3498
H -2.2921 -0.8578 1.0236 -0.4234
C 1.6719 -3.2342 -1.3526 -0.6811
C 0.9454 -4.0383 -2.4338 0.3260
C -0.3606 -4.6344 -1.9872 0.0169
O -0.1040 -5.5195 -0.9147 -0.3342
C -1.2504 -6.1890 -0.4582 -0.8848
N 0.7589 -3.2155 -3.6332 -0.5441
H 1.0394 -2.3804 -1.0659 -0.2146
H 2.6226 -2.8461 -1.7170 0.2322
H 1.8645 -3.7911 -0.4320 0.5234
H 1.6155 -4.8628 -2.6991 0.3332
H -0.8681 -5.1480 -2.8153 0.4104
H -1.0733 -3.8569 -1.6491 -0.4711
H -2.1784 -5.6057 -0.4327 0.3244
H -1.0857 -6.5201 0.5694 0.2773
H -1.4075 -7.0922 -1.0627 0.3577
H 0.0308 -2.5260 -3.4801 0.0159
H 1.6158 -2.6772 -3.7786 0.4179
```